No. 1
Below is C26H45F5InP2 as an isolated structure at a distorted geometry, with properties calculated with ωB97M-V/def2-TZVPD.

```
79
Properties=species:S:1:pos:R:3:mulliken_charge:R:1
In 0.28084 0.04696 0.31989 0.23
C -1.95915 1.60414 0.77065 0.69
C -2.42869 0.70350 -0.24070 1.07
C -2.17045 -0.50477 1.71095 0.68
C -1.87585 0.87045 1.99289 1.22
C -2.55010 -0.60036 0.34577 0.70
C -1.89894 3.07810 0.61128 -1.93
H -1.53242 3.36507 -0.38375 0.22
H -1.25565 3.54741 1.35993 0.35
H -2.91809 3.47787 0.72666 0.43
C -1.81705 1.44661 3.34177 -1.75
H -1.59336 2.51987 3.30162 0.44
H -1.04241 0.95326 3.94559 0.11
H -2.79220 1.30504 3.84505 0.41
C -2.38475 -1.58592 2.69521 -1.90
H -3.46185 -1.69796 2.89584 0.38
H -1.89473 -1.34425 3.64193 0.43
H -1.98348 -2.54481 2.32180 0.18
C -3.25734 -1.77113 -0.21068 -1.90
H -4.33288 -1.61189 -0.02271 0.36
H -2.95460 -2.69150 0.30417 0.44
H -3.07525 -1.88785 -1.28258 0.28
C -3.07150 1.17310 -1.47108 -1.70
H -4.03025 1.63826 -1.15219 0.31
H -3.24743 0.37093 -2.19858 0.50
H -2.47439 1.94161 -1.97965 0.16
C 1.45855 0.50870 -2.77738 0.45
C 0.45704 1.35919 -2.92563 0.52
C -0.16097 1.61013 -4.26836 -1.32
C -1.04385 0.46218 -4.86998 -1.07
C -1.17566 -0.82532 -4.09975 -0.19
C -0.14362 -1.66860 -3.99639 -0.34
C 1.19316 -1.33626 -4.61512 -0.91
C 2.06124 -0.20997 -3.94882 -1.32
H 0.61322 1.85125 -5.01507 0.47
H -0.62148 0.23481 -5.86099 0.39
H -0.79088 2.50678 -4.20998 0.40
H 2.34157 0.50422 -4.74379 0.39
H 1.83800 0.21136 -1.77617 0.11
H -0.03043 1.85197 -2.06328 0.14
H 3.00500 -0.67637 -3.63450 0.35
H 1.80708 -2.24677 -4.61821 0.38
H -0.17716 -2.59974 -3.41984 0.45
H 1.05017 -1.04361 -5.66816 0.41
H -2.04720 0.87607 -5.02671 0.34
H -2.13091 -0.97078 -3.59455 0.46
P 1.69453 1.92021 1.24352 1.44
C 1.25305 2.71005 2.82304 -0.82
H 2.15245 3.30880 3.07480 0.66
H 1.06954 1.94905 3.59789 -0.22
H 0.35595 3.34159 2.69840 0.27
C 3.41229 1.33180 1.44087 -1.22
H 3.95959 2.19820 1.86271 0.48
H 3.77734 0.99806 0.44841 0.33
H 3.45402 0.49458 2.15669 0.23
C 1.85084 3.37874 0.17021 -1.18
H 2.30311 3.06660 -0.78931 0.35
H 2.50689 4.05037 0.76988 0.51
H 0.84621 3.81903 0.01831 0.27
P 0.89514 -2.46675 0.37271 1.61
C -0.37388 -3.69708 -0.09493 -1.23
H 0.23142 -4.53923 -0.48895 0.54
H -1.07987 -3.29037 -0.83536 0.10
H -0.88592 -3.98283 0.85557 0.47
C 2.54836 -2.63668 -0.39375 -1.25
H 2.43755 -2.72473 -1.48798 0.30
H 2.97387 -3.52841 0.11408 0.55
H 3.15459 -1.74578 -0.13273 0.24
C 1.28842 -3.32328 1.96488 -1.87
H 1.48054 -4.36870 1.65504 0.66
H 0.41165 -3.23567 2.62972 0.37
H 2.18064 -2.87380 2.43527 0.38
F 2.09902 -0.90078 2.62486 -0.36
C 1.06694 -0.32179 3.38685 -0.66
F 0.16835 -1.34555 3.54045 -0.33
C 1.61356 -0.03468 4.73293 0.67
F 0.67144 0.57423 5.49883 -0.26
F 2.03034 -1.13469 5.42091 -0.31
F 2.67110 0.80852 4.62973 -0.25
```

For the LUMO energy, the calculation gives -4.38 eV. Its net charge is +1. The maximum force is 3.13 eV/Å. The value obtained for the HOMO-LUMO gap is 0.201 Eh.

---

No. 2
Below is C26H45F5P2Pd as an isolated structure at a distorted geometry, with properties calculated with ωB97M-V/def2-TZVPD.

```
79
Properties=species:S:1:pos:R:3:mulliken_charge:R:1
Pd -0.18579 0.57300 -0.04874 0.02
C -1.97046 1.48881 0.61605 -0.03
C -2.49115 0.60273 -0.41860 0.66
C -2.37795 -0.60035 1.55164 0.33
C -1.90986 0.70563 1.83885 1.14
C -2.77698 -0.65922 0.19360 1.36
C -1.95948 2.97307 0.53469 -1.29
H -1.64353 3.30709 -0.45864 0.20
H -1.27173 3.39540 1.27287 0.25
H -2.95971 3.38498 0.72652 0.39
C -1.60357 1.23677 3.18140 -1.89
H -1.29122 2.28434 3.14198 0.40
H -0.81254 0.66427 3.68593 0.16
H -2.50408 1.17669 3.81128 0.42
C -2.52964 -1.69135 2.54580 -1.54
H -3.58557 -1.97156 2.66860 0.42
H -2.14537 -1.38466 3.52578 0.42
H -1.98388 -2.60007 2.24916 0.19
C -3.51975 -1.75865 -0.46111 -1.41
H -4.60760 -1.57641 -0.46777 0.39
H -3.35928 -2.71547 0.05012 0.46
H -3.20737 -1.87514 -1.50841 0.24
C -2.96627 1.06539 -1.73598 -1.47
H -3.99079 1.46267 -1.68770 0.35
H -2.96719 0.24612 -2.45762 0.46
H -2.31748 1.85460 -2.12905 0.17
C 1.40380 0.54398 -2.34721 0.58
C 0.35831 1.35482 -2.60107 0.53
C -0.22096 1.52305 -3.97134 -1.67
C -1.16317 0.38585 -4.49021 -1.58
C -1.18391 -0.89688 -3.70894 -0.74
C -0.08664 -1.66277 -3.57091 -0.24
C 1.24612 -1.31376 -4.16285 -1.13
C 2.09447 -0.22343 -3.42807 -1.86
H 0.58711 1.66252 -4.71009 0.40
H -0.87219 0.20119 -5.54128 0.60
H -0.79489 2.46583 -3.97464 0.48
H 2.46222 0.48096 -4.19407 0.58
H 1.83546 0.43615 -1.34112 -0.51
H -0.06482 2.04067 -1.84480 1.08
H 2.99316 -0.69934 -3.00743 0.47
H 1.85224 -2.23501 -4.19166 0.43
H -0.16138 -2.67289 -3.16283 0.91
H 1.13558 -0.98156 -5.21024 0.37
H -2.18465 0.79324 -4.52610 0.30
H -2.16678 -1.28215 -3.42366 1.09
P 1.55828 1.97199 1.06059 1.25
C 1.36876 2.85127 2.64600 -1.07
H 2.31463 3.37647 2.85439 0.50
H 1.15782 2.15864 3.47326 0.04
H 0.55833 3.58953 2.56593 0.37
C 3.20209 1.20984 1.23809 -0.86
H 3.92971 2.00645 1.45851 0.51
H 3.48551 0.69996 0.30655 0.30
H 3.18603 0.48203 2.06626 0.01
C 1.79856 3.35668 -0.10310 -1.27
H 1.96834 2.96412 -1.11391 0.25
H 2.64948 3.96942 0.22244 0.53
H 0.87994 3.96150 -0.10768 0.31
P 0.82373 -2.27493 0.48932 1.03
C -0.39547 -3.23312 -0.50074 -0.77
H 0.07799 -4.13141 -0.92373 0.61
H -0.79047 -2.60661 -1.31092 -0.52
H -1.23298 -3.53113 0.14261 0.38
C 2.28081 -2.36919 -0.61787 -1.14
H 2.01054 -2.11024 -1.65268 -0.07
H 2.71474 -3.37765 -0.58551 0.67
H 3.02943 -1.64893 -0.25934 0.27
C 1.22582 -3.53501 1.75274 -1.41
H 1.47411 -4.47961 1.24548 0.53
H 0.34597 -3.66745 2.40082 0.34
H 2.07552 -3.18044 2.35428 0.37
F 2.87896 -1.36741 3.61790 -0.22
C 1.82388 -0.61592 4.02208 0.28
F 0.75484 -1.42935 4.16793 -0.19
C 2.11335 0.16908 5.27774 0.77
F 1.03372 0.94009 5.59788 -0.22
F 2.38099 -0.63863 6.33142 -0.22
F 3.18621 0.98083 5.07105 -0.23
```

For the LUMO energy (alpha / beta), the calculation gives -4.61 / -8.95 eV. Its net charge is +2. The maximum force is 2.53 eV/Å. The value obtained for the HOMO-LUMO gap (alpha / beta) is 0.333 / 0.204 Eh. The multiplicity is 5.

---

No. 3
Below is C26H45IN8O3PRuS as an isolated structure, with properties calculated with ωB97M-V/def2-TZVPD.

```
86
Properties=species:S:1:pos:R:3:mulliken_charge:R:1
Ru 0.74962 1.39259 -0.20194 0.54
C -1.78945 6.32496 0.70819 -0.96
C -1.94718 5.17127 1.69255 -0.45
N -0.67669 4.61096 2.10936 -0.14
C -0.13299 3.45408 1.66927 0.37
S -1.08532 2.31587 0.74128 -0.79
N 1.09833 3.21944 2.03231 -1.11
N 1.63488 2.02865 1.57433 1.23
C 2.73220 1.70099 2.21336 0.55
C 3.31808 2.55840 3.29833 -1.89
C 3.35247 0.41933 1.97124 0.32
C 4.07429 -0.27153 2.94133 -0.71
C 4.26268 -1.63555 2.84727 -1.07
C 3.63232 -2.33333 1.78022 -0.35
C 3.03527 -1.64666 0.78418 -0.49
N 3.04542 -0.25453 0.77168 1.14
H -2.73947 6.53461 0.21297 0.33
H -1.04232 6.07508 -0.04499 0.21
H -1.47396 7.23987 1.21453 0.35
H -2.53162 4.36987 1.24561 0.24
H -2.48450 5.49592 2.58753 0.34
H 0.00896 5.24005 2.49928 0.29
H 3.08011 3.60123 3.11893 0.44
H 4.39890 2.42796 3.33674 0.50
H 2.90323 2.29499 4.27482 0.27
H 4.40241 0.26421 3.82130 0.41
H 4.80358 -2.17431 3.61155 0.38
H 3.61882 -3.41483 1.75153 0.47
H 2.55559 -2.11153 -0.06551 0.24
N -0.23402 1.28732 -2.10291 -0.42
C -0.52020 2.53791 -2.83986 -0.80
C 0.71580 3.42550 -2.97429 -0.73
C 1.13113 3.86472 -1.56611 0.33
O 0.74899 4.92416 -1.11084 -0.66
O 1.84049 2.96658 -0.93703 -0.67
H 0.32541 0.65059 -2.66541 0.26
H -1.10404 0.80254 -1.91560 -0.28
H -1.27612 3.07565 -2.26442 0.46
H -0.94610 2.29785 -3.81911 0.41
H 0.46924 4.29643 -3.57952 0.41
H 1.52375 2.86678 -3.45208 0.31
I 5.21878 -0.41837 -1.36042 -0.05
C 3.33992 0.36878 -0.46754 -1.76
H 2.62413 0.05514 -1.23078 0.52
H 3.46072 1.44364 -0.41914 0.68
O 0.15939 -0.81842 -0.43653 2.10
P -0.88637 -1.88754 -0.41145 -1.22
N -0.32041 -3.23757 -1.15240 0.37
C -1.15595 -4.44561 -1.30148 -0.66
C -0.62617 -5.11202 -2.57286 -0.69
C 0.81895 -4.62412 -2.65264 -0.82
C 0.71077 -3.17343 -2.20321 -0.02
N -2.30499 -1.47760 -1.18544 -0.14
C -2.33262 -1.52369 -2.65827 -0.17
C -3.67626 -0.89322 -2.99039 -0.82
C -3.76218 0.24581 -1.97756 -0.58
C -3.15354 -0.35547 -0.70546 0.21
N -1.31813 -2.35270 1.11302 0.12
C -1.90805 -1.33644 2.03001 0.40
C -1.37312 -1.70672 3.41847 -0.86
C -0.93996 -3.16254 3.27184 -0.89
C -0.34912 -3.17242 1.87358 -0.20
H -2.21414 -4.18506 -1.36697 0.34
H -1.03180 -5.09645 -0.43216 0.44
H -1.18470 -4.76521 -3.44537 0.26
H -0.71501 -6.19638 -2.53081 0.40
H 1.25415 -4.71569 -3.64648 0.41
H 1.44572 -5.18073 -1.95285 0.32
H 0.39351 -2.53615 -3.03720 0.16
H 1.64869 -2.77490 -1.81978 -0.12
H -2.24273 -2.55012 -3.01515 0.10
H -1.51850 -0.93979 -3.10885 0.10
H -4.47295 -1.61853 -2.81283 0.33
H -3.73708 -0.56078 -4.02577 0.41
H -4.77699 0.60158 -1.80986 0.48
H -3.17332 1.09874 -2.32478 0.03
H -3.93107 -0.74046 -0.04438 0.46
H -2.57699 0.38496 -0.14398 -0.38
H -2.99635 -1.39383 1.98839 0.32
H -1.60021 -0.32247 1.76150 -0.43
H -2.12170 -1.55084 4.19360 0.43
H -0.50778 -1.08590 3.65692 0.26
H -1.80430 -3.82922 3.31442 0.34
H -0.22101 -3.47552 4.02800 0.41
H -0.26221 -4.16685 1.43808 0.17
H 0.64301 -2.70995 1.88485 -0.04
```

For the LUMO energy (alpha / beta), the calculation gives 0.31 / -0.38 eV. The maximum force is 0.71 eV/Å. The value obtained for the HOMO-LUMO gap (alpha / beta) is 0.226 / 0.223 Eh. The energy above the lowest of the compared OMol25 structures with the same formula, charge and spin is 26.2 kcal per mole. The multiplicity is 2.

---

No. 4
Below is C26H45N2O11PS2 as an isolated structure at a distorted geometry, with properties calculated with ωB97M-V/def2-TZVPD.

```
87
Properties=species:S:1:pos:R:3:mulliken_charge:R:1
C 0.78814 -0.82741 -1.64200 -0.75
C 0.43450 -1.77109 -0.47418 -0.58
C -1.10083 -1.89493 -0.22305 -0.08
O -1.52941 -3.16405 -0.71551 -0.42
C -2.74168 -3.08843 -1.43099 -0.51
C -2.61259 -2.31496 -2.75377 0.68
C -3.46578 -1.30857 -3.03306 -0.43
C -3.33576 -0.55248 -4.26233 -0.70
C -2.34237 -0.84089 -5.13626 -0.45
P -2.09047 0.10940 -6.67870 0.94
O -0.73721 0.99316 -6.45234 -0.53
O -1.71502 -1.02436 -7.76950 -0.48
S -3.62120 1.15081 -7.19419 -0.44
C -1.43445 -1.92367 -4.86624 1.16
N -0.39927 -2.38077 -5.58347 -0.58
S 0.28252 -3.58866 -4.77030 0.08
N -0.68560 -3.68539 -3.43723 -0.53
C -1.54711 -2.70352 -3.65132 0.05
H 0.34905 0.17261 -1.51669 0.33
H 1.88480 -0.70826 -1.64805 0.24
H 0.52827 -1.24353 -2.62798 0.06
H 0.91044 -1.45299 0.46441 0.40
H 0.79250 -2.77516 -0.75403 0.23
H -1.64137 -1.03930 -0.65944 0.13
H -1.24872 -1.83991 0.87420 0.31
H -2.98672 -4.12545 -1.72779 0.36
H -3.60023 -2.72916 -0.83616 0.12
H -4.24039 -1.07687 -2.30360 0.28
H -4.02151 0.26503 -4.48864 0.35
H -0.57600 1.04926 -5.49761 0.35
H -1.51401 -0.59339 -8.61389 0.33
O 2.82001 1.08066 0.25457 -0.57
C 3.99058 1.31361 0.09544 0.78
O 4.47530 1.42007 -1.14932 -0.39
C 5.80513 1.87029 -1.47940 -0.05
C 6.80381 0.73805 -1.39453 -1.10
C 4.93254 1.40065 1.26989 -0.72
H 6.10556 2.73406 -0.86844 0.14
H 5.74638 2.22454 -2.50912 0.34
H 6.87655 0.34158 -0.38113 0.24
H 7.79220 1.07766 -1.70318 0.35
H 6.49599 -0.08729 -2.03925 0.38
H 5.21890 0.39233 1.56817 0.24
H 4.40651 1.88128 2.09432 0.34
H 5.82480 1.98877 1.07966 0.06
O 7.53435 3.13264 0.27566 -0.62
C 7.58959 4.28017 0.64391 0.89
O 7.81836 5.24430 -0.25675 -0.36
C 7.73305 6.64500 0.03303 -0.42
C 9.02298 7.16620 0.63235 -0.99
C 7.48834 4.63566 2.10599 -1.11
H 6.86474 6.86026 0.65736 0.36
H 7.55612 7.13464 -0.92342 0.32
H 9.24836 6.68461 1.58440 0.27
H 8.96089 8.24236 0.79653 0.36
H 9.86025 6.95947 -0.03498 0.31
H 8.46127 4.48751 2.57337 0.29
H 6.76349 3.96970 2.57172 0.25
H 7.14559 5.65004 2.29429 0.40
O -4.47619 0.69429 -0.91462 -0.56
C -5.00243 0.23710 0.06733 0.94
O -5.70524 -0.89951 -0.03433 -0.35
C -6.22000 -1.62300 1.09836 -0.28
C -7.55169 -1.05872 1.54663 -1.24
C -4.95248 0.96214 1.38924 -1.14
H -5.48763 -1.65829 1.90105 0.36
H -6.35915 -2.64884 0.76261 0.41
H -7.46023 -0.02135 1.87296 0.27
H -7.95463 -1.64604 2.36949 0.39
H -8.26479 -1.07020 0.72061 0.34
H -5.71933 1.73603 1.39700 0.29
H -3.97336 1.42807 1.48668 0.33
H -5.07935 0.31566 2.25468 0.30
O -6.41775 -3.25444 3.49588 -0.51
C -5.67614 -3.32780 4.43942 0.87
O -4.49851 -2.68052 4.39771 -0.35
C -3.61545 -2.55439 5.51827 -0.44
C -2.72213 -3.76965 5.65888 -0.98
C -6.00447 -4.19724 5.62737 -1.24
H -4.17378 -2.33770 6.43036 0.36
H -3.00168 -1.67780 5.31462 0.34
H -3.30067 -4.67532 5.84356 0.28
H -2.01989 -3.63509 6.48224 0.36
H -2.15943 -3.93330 4.73923 0.30
H -5.73615 -5.22748 5.39588 0.29
H -7.07614 -4.13918 5.80777 0.33
H -5.51552 -3.89327 6.54979 0.37
```

For the LUMO energy, the calculation gives -0.29 eV. The maximum force is 2.41 eV/Å. The value obtained for the HOMO-LUMO gap is 0.294 Eh.

---

Among the records above, which one has the highest maximum force? C26H45F5InP2

---

Among the records above, which one has the highest maximum force? C26H45F5InP2

---

Which of these has the highest maximum force? C26H45F5InP2